Computed, not measured: an isolated molecule of C22H27ClFN3O2S, with the ωB97M-V functional and the def2-TZVPD basis.

Element x y z (Å)
Cl (4.906, -0.888, -0.979)
S (0.774, -0.344, 3.680)
F (2.185, -2.380, -2.408)
O (0.642, -1.598, 4.361)
O (1.079, 0.833, 4.445)
N (-0.633, -0.146, 2.803)
N (0.098, -0.362, -2.379)
N (-0.926, 0.784, -0.001)
C (3.129, -1.874, 0.786)
C (3.544, 0.509, 0.871)
C (-1.783, 1.924, 3.524)
C (-1.143, 1.423, -1.282)
C (-0.910, -0.652, -0.190)
C (0.684, -0.869, -3.527)
C (-3.924, 1.387, 2.323)
C (0.251, -1.033, -1.107)
C (0.030, 1.073, -2.196)
C (2.216, -1.744, 1.818)
C (-0.979, 1.211, 2.429)
C (0.249, -0.412, -4.780)
C (1.975, -0.499, 2.366)
C (3.782, -0.741, 0.315)
C (0.754, -0.912, -5.962)
C (-1.744, 1.285, 1.090)
C (1.660, -1.873, -3.558)
C (1.714, -1.910, -5.951)
C (2.162, -2.391, -4.736)
C (2.635, 0.625, 1.908)
C (-3.186, 1.337, 3.658)
C (-3.137, 0.656, 1.239)
H (3.326, -2.834, 0.335)
H (-1.236, 1.836, 4.464)
H (1.193, -0.753, -0.617)
H (-4.063, 2.430, 2.027)
H (0.955, 1.433, -1.718)
H (-1.884, 2.355, 0.896)
H (-0.770, -1.133, 0.776)
H (-0.081, 1.571, -3.158)
H (-1.856, 2.984, 3.272)
H (2.110, -2.306, -6.873)
H (-1.389, -0.663, 3.224)
H (2.446, 1.575, 2.382)
H (1.692, -2.598, 2.216)
H (-3.743, 1.898, 4.411)
H (-1.179, 2.506, -1.147)
H (-3.127, 0.301, 4.003)
H (-3.042, -0.399, 1.500)
H (2.916, -3.161, -4.678)
H (-4.913, 0.936, 2.429)
H (4.068, 1.374, 0.496)
H (-3.669, 0.723, 0.287)
H (-0.019, 1.717, 2.296)
H (-2.083, 1.095, -1.761)
H (-1.849, -1.011, -0.648)
H (0.385, -0.526, -6.900)
H (-0.521, 0.343, -4.814)
H (0.231, -2.112, -1.258)

Atoms 1-2, force components in eV/Å:
Cl 0.18 -0.02 -0.20
S -0.31 -0.12 -0.17

HOMO level in eV: -7.9090
Multiplicity: 1
Total energy in eV: -57892.755

Here are the Mulliken charges for atoms 1 to 8, given in e: atom 1 (Cl): -0.202, atom 2 (S): 1.466, atom 3 (F): -0.287, atom 4 (O): -0.785, atom 5 (O): -0.669, atom 6 (N): -0.291, atom 7 (N): 0.255, atom 8 (N): 0.578


Computed, not measured: an isolated molecule of C8H9NO in a non-equilibrium geometry, with the ωB97M-V functional and the def2-TZVPD basis.

Element x y z (Å)
O (-1.523, 1.493, -2.476)
N (0.461, -0.880, 1.957)
C (1.756, -1.523, 1.675)
C (1.928, -1.204, 0.096)
C (-0.905, 0.979, -1.348)
C (0.327, 0.304, -1.446)
C (0.714, -0.393, -0.227)
C (-1.230, 0.520, 0.940)
C (-1.651, 1.090, -0.206)
C (-0.032, -0.267, 0.935)
H (-2.399, 1.711, -2.121)
H (1.954, -2.554, 1.896)
H (-1.848, 0.356, 1.823)
H (2.930, -0.694, -0.152)
H (0.070, -0.739, 2.854)
H (0.891, 0.445, -2.381)
H (2.512, -0.923, 2.340)
H (1.985, -2.090, -0.489)
H (-2.574, 1.672, -0.177)

Atoms 1-2, force components in eV/Å:
O 0.09 0.22 0.03
N 1.73 -3.31 2.61

HOMO level in eV: -6.8375
Multiplicity: 1
Energy relative to the best compared isomer or geometry (same formula, charge and spin) in kJ/mol: 155.1
Total energy in eV: -11978.242

Here are the Mulliken charges for atoms 1 to 8, given in e: atom 1 (O): -0.558, atom 2 (N): -0.173, atom 3 (C): -0.500, atom 4 (C): -0.636, atom 5 (C): 1.023, atom 6 (C): -0.946, atom 7 (C): 1.273, atom 8 (C): -0.980


Computed, not measured: a structure of composition C13H16AuCl2N2 in a non-equilibrium geometry, with the ωB97M-V functional and the def2-TZVPD basis.

Element x y z (Å)
Au (-0.062, -2.307, 0.204)
Cl (1.465, -3.572, -0.846)
Cl (-1.397, -1.778, 2.037)
N (0.554, 5.460, 3.456)
N (1.177, 2.150, -0.043)
C (-2.357, -1.029, -2.790)
C (-1.103, -1.739, -3.296)
C (1.460, 3.774, 1.675)
C (0.919, 4.694, 2.642)
C (0.648, 3.027, 0.800)
C (3.387, 2.718, 0.692)
C (-1.473, 0.553, -0.427)
C (-2.166, 0.503, -2.767)
C (0.227, -1.033, -2.824)
C (0.105, -0.436, -1.500)
C (-1.110, 0.829, -1.739)
C (2.850, 3.606, 1.599)
C (2.500, 1.973, -0.119)
H (-1.869, 0.890, -3.748)
H (-0.862, 0.838, 0.403)
H (0.470, -0.277, -3.576)
H (0.946, 0.166, -1.184)
H (-0.549, 1.754, -1.805)
H (-0.438, 3.141, 0.793)
H (-1.133, -1.726, -4.405)
H (2.865, 1.244, -0.824)
H (-2.456, 0.104, -0.214)
H (4.456, 2.561, 0.579)
H (-1.110, -2.796, -2.974)
H (3.492, 4.199, 2.275)
H (-2.578, -1.332, -1.754)
H (-3.114, 0.980, -2.494)
H (1.005, -1.794, -2.789)
H (-3.231, -1.283, -3.417)

Atoms 1-2, force components in eV/Å:
Au -0.61 0.86 0.49
Cl 0.86 -0.62 -0.81

HOMO level (spin up / spin down) in eV: -2.5338 / -5.2040
Multiplicity: 3
Total charge: -1
Energy relative to the best compared isomer or geometry (same formula, charge and spin) in kJ/mol: 100.9
Total energy in eV: -45456.509
<S²>: 2.016

Here are the Mulliken charges for atoms 1 to 8, given in e: atom 1 (Au): 0.217, atom 2 (Cl): -0.662, atom 3 (Cl): -0.670, atom 4 (N): -0.530, atom 5 (N): -0.150, atom 6 (C): -0.490, atom 7 (C): -0.733, atom 8 (C): 0.220


Computed, not measured: a cluster of 2 separate species, CHN4O in total in a non-equilibrium geometry, with the ωB97M-V functional and the def2-TZVPD basis.

Element x y z (Å)
O (1.289, -1.504, 0.320)
N (-0.570, -0.574, 1.236)
N (0.195, -0.776, 0.323)
N (-1.497, -0.123, 1.748)
N (-0.698, 1.559, -1.150)
C (0.166, 0.823, -1.145)
H (1.115, 0.595, -1.330)

Atoms 1-2, force components in eV/Å:
O 0.57 -0.40 0.40
N -0.49 0.30 -0.04

HOMO level in eV: -2.4809
Multiplicity: 1
Total charge: -1
Energy relative to the best compared isomer or geometry (same formula, charge and spin) in kJ/mol: 260.3
Total energy in eV: -9056.821

Charges per atom according to Mulliken partitioning, unit e: atom 1 (O): -0.777, atom 2 (N): 0.404, atom 3 (N): 0.163, atom 4 (N): -0.677, atom 5 (N): -0.488, atom 6 (C): 0.070, atom 7 (H): 0.305


Computed, not measured: a structure of composition C18H17Cl2N3O3 in a non-equilibrium geometry, with the ωB97M-V functional and the def2-TZVPD basis.

Element x y z (Å)
Cl (1.701, 2.073, 5.734)
Cl (-0.866, -3.206, -4.698)
O (0.858, -4.366, -2.380)
O (3.141, 1.858, 0.946)
O (-1.756, 1.422, 0.873)
N (1.571, -0.882, -1.795)
N (0.738, 1.367, 0.669)
N (1.739, -2.386, -1.788)
C (-0.525, -2.493, -2.357)
C (0.557, -3.199, -2.216)
C (2.266, 1.491, 0.279)
C (-3.038, -1.413, -1.975)
C (-1.120, 1.622, 2.117)
C (-3.227, 1.559, 1.123)
C (0.350, 1.677, 1.991)
C (-1.036, -2.022, -0.911)
C (2.625, -0.267, -1.433)
C (-1.373, -2.562, -3.273)
C (4.081, -0.542, -1.209)
C (-2.241, -1.394, -0.989)
C (-1.783, 1.944, 3.358)
C (-2.684, -1.799, -3.333)
C (1.990, 1.325, -1.319)
C (1.176, 1.822, 3.048)
C (0.490, 1.820, 4.537)
C (-0.844, 1.948, 4.622)
H (-0.306, -1.722, -0.318)
H (-3.388, 2.510, 1.759)
H (-3.711, 0.801, 1.609)
H (2.646, -2.820, -1.875)
H (2.242, 1.454, 3.107)
H (1.174, 1.456, -1.733)
H (-1.038, 2.079, 5.654)
H (-4.320, -0.891, -2.109)
H (3.166, 1.791, -1.692)
H (4.062, -1.467, -0.840)
H (0.058, 1.308, -0.084)
H (4.440, -0.417, -2.048)
H (4.404, 0.072, -0.427)
H (-2.755, 1.692, 3.626)
H (-2.705, -0.945, -0.171)
H (-3.138, -1.905, -4.280)
H (-3.620, 1.606, 0.201)

Atoms 1-2, force components in eV/Å:
Cl -0.45 -0.27 0.56
Cl 0.59 -1.45 -3.15

HOMO level in eV: -8.5177
Multiplicity: 1
Energy relative to the best compared isomer or geometry (same formula, charge and spin) in kJ/mol: 1523.3
Total energy in eV: -54586.087

Here are the Mulliken charges for atoms 1 to 8, given in e: atom 1 (Cl): -0.203, atom 2 (Cl): -0.219, atom 3 (O): -0.621, atom 4 (O): -0.478, atom 5 (O): -0.368, atom 6 (N): -0.173, atom 7 (N): -0.148, atom 8 (N): -0.155


Computed, not measured: the ion C14H17FI3N2O2S with charge +1 in a non-equilibrium geometry, with the ωB97M-V functional and the def2-TZVPD basis.

Element x y z (Å)
I (0.796, -3.163, 1.171)
I (-0.461, -0.694, 4.891)
I (-1.601, -0.486, -2.356)
S (1.543, 0.200, 2.245)
F (-1.372, 0.954, 0.179)
O (-3.729, 1.324, 1.822)
O (0.414, 3.797, -0.868)
N (0.753, 2.276, 0.949)
N (-0.844, -0.326, 1.882)
C (-0.409, -3.304, -1.658)
C (1.906, 0.690, -1.839)
C (2.428, -0.490, -2.695)
C (-0.178, -2.319, -0.516)
C (2.781, 1.947, -2.262)
C (-2.265, -0.679, 2.086)
C (0.666, 3.045, -0.019)
C (-4.498, 0.460, 2.850)
C (0.935, 0.884, 0.580)
C (-0.387, 0.012, 0.537)
C (-2.948, 0.601, 2.705)
C (-0.569, -1.046, -0.561)
C (2.120, 0.482, -0.316)
C (-0.022, -0.272, 2.899)
H (1.715, -1.315, -2.789)
H (3.558, 1.687, -2.985)
H (2.266, -0.600, -0.156)
H (3.394, -0.795, -2.272)
H (0.010, -4.281, -1.398)
H (-5.000, 1.327, 3.279)
H (-0.016, -2.931, -2.606)
H (2.648, -0.088, -3.690)
H (-2.758, -0.823, 1.124)
H (3.233, 2.446, -1.395)
H (-5.028, -0.041, 2.040)
H (3.028, 0.955, 0.075)
H (0.881, 0.982, -2.091)
H (-1.493, -3.469, -1.738)
H (-2.411, -1.486, 2.804)
H (2.136, 2.708, -2.722)
H (-2.421, 1.134, 3.502)

Atoms 1-2, force components in eV/Å:
I -0.20 -0.02 -0.47
I 0.39 0.07 -0.88

HOMO level in eV: -12.2287
Multiplicity: 1
Total charge: +1
Total energy in eV: -59712.334

Here are the Mulliken charges for atoms 1 to 8, given in e: atom 1 (I): 0.089, atom 2 (I): 0.400, atom 3 (I): 0.175, atom 4 (S): -0.240, atom 5 (F): -0.405, atom 6 (O): -0.394, atom 7 (O): -0.366, atom 8 (N): -0.670


Computed, not measured: a cluster of 2 separate species, CH2BrO3S in total in a non-equilibrium geometry, with the ωB97M-V functional and the def2-TZVPD basis.

Element x y z (Å)
Br (2.633, -0.327, -0.771)
S (-0.860, 0.660, 0.739)
O (-0.241, 1.648, 1.693)
O (-1.926, 1.315, -0.034)
O (-1.262, -0.633, 1.323)
C (0.667, -0.565, -0.754)
H (0.403, -0.460, -1.845)
H (0.585, -1.637, -0.352)

Atoms 1-2, force components in eV/Å:
Br -0.37 0.31 0.17
S -0.20 0.19 1.38

HOMO level (spin up / spin down) in eV: -4.9634 / -4.9623
Multiplicity: 1
Total charge: -1
Energy relative to the best compared isomer or geometry (same formula, charge and spin) in kJ/mol: 181.3
Total energy in eV: -88089.519

Charges per atom according to Mulliken partitioning, unit e: atom 1 (Br): -0.230, atom 2 (S): 0.986, atom 3 (O): -0.579, atom 4 (O): -0.575, atom 5 (O): -0.579, atom 6 (C): -0.543, atom 7 (H): 0.275, atom 8 (H): 0.246


Computed, not measured: a cluster of 7 separate species, C20H56N5O9 in total in a non-equilibrium geometry, with the ωB97M-V functional and the def2-TZVPD basis.

Element x y z (Å)
O (15.085, 8.408, 8.774)
O (19.604, 3.388, 5.494)
O (15.441, 8.026, 6.742)
O (19.243, 8.630, 7.148)
O (14.497, 10.540, 10.328)
O (14.121, 5.746, 5.224)
O (14.606, 9.895, 4.000)
O (14.124, 6.791, 7.860)
O (14.715, 4.885, 12.762)
N (18.020, 6.806, 5.169)
N (13.905, 4.090, 9.241)
N (17.166, 10.399, 8.429)
N (14.888, 7.743, 7.778)
N (16.544, 9.989, 2.133)
C (17.679, 9.591, 10.612)
C (14.351, 10.668, 2.841)
C (15.378, 11.662, 0.721)
C (17.361, 5.113, 6.707)
C (13.888, 4.691, 11.594)
C (12.388, 5.020, 3.601)
C (14.022, 4.754, 13.949)
C (18.517, 5.681, 5.889)
C (14.780, 4.207, 10.409)
C (12.746, 5.428, 5.035)
C (18.280, 9.786, 9.163)
C (13.613, 8.894, 11.939)
C (19.152, 4.605, 4.954)
C (16.041, 5.103, 10.173)
C (20.594, 3.448, 6.565)
C (15.643, 11.110, 2.174)
C (13.418, 9.236, 4.442)
C (20.709, 8.526, 7.240)
C (13.415, 10.211, 11.192)
C (18.640, 8.415, 8.432)
H (16.329, 9.923, 8.733)
H (13.520, 3.791, 14.039)
H (20.332, 4.063, 7.426)
H (13.736, 10.090, 2.151)
H (16.144, 11.824, 2.826)
H (13.110, 3.955, 11.794)
H (20.705, 2.428, 6.931)
H (16.852, 5.798, 7.384)
H (14.487, 8.900, 12.590)
H (17.269, 6.440, 4.601)
H (14.895, 11.076, -0.060)
H (12.809, 8.563, 12.596)
H (12.644, 3.980, 3.401)
H (16.806, 8.938, 10.611)
H (14.294, 3.519, 8.505)
H (14.824, 12.599, 0.770)
H (16.975, 11.291, 8.863)
H (17.727, 7.873, 8.186)
H (17.363, 10.509, 11.108)
H (20.015, 5.077, 4.484)
H (13.219, 10.960, 11.960)
H (13.804, 11.561, 3.143)
H (18.549, 4.359, 4.080)
H (13.024, 8.550, 3.693)
H (17.347, 10.268, 1.587)
H (16.207, 9.228, 1.561)
H (16.654, 4.780, 5.947)
H (12.299, 6.361, 5.377)
H (13.722, 8.140, 11.159)
H (18.709, 7.044, 4.470)
H (15.099, 3.179, 10.580)
H (18.423, 9.220, 11.317)
H (12.317, 4.713, 5.736)
H (16.354, 11.915, 0.307)
H (14.606, 9.742, 9.806)
H (19.164, 10.411, 9.295)
H (12.651, 9.937, 4.772)
H (11.332, 5.115, 3.349)
H (12.909, 5.708, 2.935)
H (21.164, 8.797, 6.288)
H (19.275, 5.948, 6.626)
H (13.383, 5.626, 11.349)
H (13.634, 8.564, 5.272)
H (19.221, 7.754, 9.074)
H (20.998, 7.478, 7.329)
H (21.141, 9.136, 8.032)
H (21.559, 3.897, 6.329)
H (15.736, 6.142, 10.050)
H (13.241, 5.505, 14.073)
H (17.662, 4.230, 7.271)
H (16.665, 5.049, 11.066)
H (14.789, 4.837, 14.718)
H (13.981, 5.031, 8.883)
H (12.557, 10.296, 10.526)
H (14.267, 6.179, 6.069)
H (16.679, 4.799, 9.343)

Atoms 1-2, force components in eV/Å:
O 0.96 2.09 3.22
O 0.71 -0.26 1.58

HOMO level (spin up / spin down) in eV: -8.6743 / -8.6698
Multiplicity: 2
Total energy in eV: -47515.229
<S²>: 0.755

Here are the Mulliken charges for atoms 1 to 8, given in e: atom 1 (O): -1.067, atom 2 (O): -0.358, atom 3 (O): -0.503, atom 4 (O): -0.249, atom 5 (O): -0.498, atom 6 (O): -0.337, atom 7 (O): -0.069, atom 8 (O): -0.871